A structure of composition C37H56Cl2NPPt in a non-equilibrium geometry, computed with ωB97M-V/def2-TZVPD.

Structure (ORCA input):
```
! RIJCOSX wB97M-V def2-TZVPD def2/J DEFGRID3
* xyz -2 5
P 0.16509 -1.25784 -0.56577
C -0.26392 -3.18286 -0.21532
C -0.19554 -4.20585 -1.38140
C -0.49058 -5.64997 -0.97964
C 0.22930 -6.12691 0.28619
C 0.14922 -5.10240 1.43285
C 0.55802 -3.69127 0.97257
C 2.08831 -1.44460 -0.86799
C 2.68740 -2.67044 -1.58066
C 4.21280 -2.54652 -1.69052
C 4.90220 -2.30543 -0.34442
C 4.25240 -1.16305 0.44805
C 2.72735 -1.31020 0.50213
C -0.24751 -1.35676 -2.37704
C -1.66886 -1.77672 -2.77993
C -1.48792 -2.56491 -4.10175
C -0.76395 -1.74627 -5.19516
C 0.38701 -0.83848 -4.68527
C 0.13617 -0.20196 -3.29985
H -1.32059 -3.03388 0.08280
H 0.79956 -4.16175 -1.85448
H -0.89611 -3.93942 -2.17963
H -0.22404 -6.29000 -1.82688
H -1.57233 -5.75504 -0.81889
H -0.16954 -7.09601 0.62119
H 1.28808 -6.29361 0.04249
H -0.87567 -5.06711 1.82515
H 0.81727 -5.40219 2.25434
H 0.52550 -2.97959 1.81415
H 1.61593 -3.75960 0.67967
H 2.29358 -0.54111 -1.46422
H 4.43632 -1.70359 -2.35458
H 2.27340 -2.84021 -2.58792
H 2.45829 -3.57485 -0.99722
H 4.59564 -3.46320 -2.15147
H 5.97261 -2.09738 -0.48124
H 4.82683 -3.21686 0.26454
H 4.63408 -1.13236 1.47754
H 4.51170 -0.20309 -0.01735
H 2.26295 -0.46760 1.01544
H 2.50462 -2.17897 1.13331
H 0.41429 -2.17364 -2.65402
H -2.17405 -2.38515 -2.00990
H -2.28719 -0.86992 -2.92424
H -0.86666 -3.45773 -3.92137
H -2.45994 -2.92258 -4.46834
H -1.51013 -1.10980 -5.70344
H -0.35470 -2.45053 -5.95540
H 0.59027 -0.05313 -5.42795
H 1.28748 -1.47107 -4.62425
H 1.03390 0.32921 -2.95367
H -0.68304 0.54037 -3.32630
Pt -0.51083 1.25127 0.53874
Cl 1.51983 2.08070 -0.25951
Cl -2.63231 0.19134 0.64061
C 0.15491 0.38285 2.25266
H -0.65645 -0.20875 2.75204
C 3.67252 0.27028 4.69336
C 2.39608 0.16142 5.26171
C 1.24247 0.24526 4.47795
C 1.34984 0.53743 3.07657
C 2.67085 0.89580 2.60389
C 3.79574 0.57938 3.34620
H 4.56358 0.10821 5.29997
H 2.30943 -0.02388 6.33314
H 0.24359 0.05747 4.89169
H 2.81879 1.35290 1.62055
H 4.78055 0.56779 2.89079
C -3.52544 3.01620 -1.91998
C -3.56755 4.51850 -1.71786
C -4.99667 5.06504 -2.00303
C -2.97928 4.93422 -0.36952
C -3.28743 6.20126 0.07980
C -2.87689 6.67566 1.32979
C -2.28278 5.77354 2.21772
C -1.95537 4.47359 1.84496
C -1.55869 3.49231 2.93073
C -0.03485 3.36769 2.98873
C -2.08220 3.85414 4.33357
C -2.05461 4.03962 0.42276
N -1.45992 2.98196 -0.04972
H -4.13400 2.53216 -1.14541
H -2.48531 2.68817 -1.79550
H -3.87169 2.76540 -2.92654
H -2.92893 5.01339 -2.46977
H -5.73195 4.71358 -1.26822
H -5.05526 6.16268 -2.02151
H -5.34357 4.69380 -2.98052
H -3.87497 6.86745 -0.56477
H -3.09049 7.71410 1.61542
H -2.11717 6.09866 3.25929
H -1.97067 2.50586 2.64629
H 0.43603 4.25966 3.42774
H 0.23716 2.49916 3.60051
H 0.37902 3.22372 1.97042
H -3.06629 4.34030 4.29114
H -2.19012 2.92759 4.90786
H -1.37401 4.51493 4.86037
*
```

Computed properties:
E_LUMO (alpha / beta)	4.30 / 4.29	eV
frontier orbital gap (alpha / beta)	3.394 / 5.852	eV
<S²>	6.103

And the Löwdin charges, in e, turn out to be: P 1.079; C -0.360; C -0.214; C -0.204; C -0.216; C -0.201; C -0.231; C -0.404; C -0.214; C -0.205; C -0.212; C -0.192; C -0.251; C -0.499; C -0.196; C -0.211; C -0.202; C -0.197; C -0.194; H 0.097; H 0.090; H 0.064; H 0.100; H 0.109; H 0.096; H 0.105; H 0.109; H 0.103; H 0.116; H 0.079; H 0.078; H 0.110; H 0.096; H 0.087; H 0.097; H 0.097; H 0.106; H 0.089; H 0.118; H 0.027; H 0.098; H 0.052; H 0.098; H 0.119; H 0.090; H 0.101; H 0.101; H 0.100; H 0.099; H 0.100; H 0.086; H 0.118; Pt 0.433; Cl -0.139; Cl -0.290; C -0.318; H 0.009; C -0.154; C -0.139; C -0.087; C -0.352; C -0.107; C -0.138; H 0.074; H 0.077; H 0.099; H 0.016; H 0.086; C -0.111; C -0.384; C -0.099; C -0.111; C -0.104; C -0.117; C -0.088; C -0.120; C -0.382; C -0.103; C -0.096; C -0.290; N -0.111; H 0.077; H 0.040; H 0.065; H 0.134; H 0.078; H 0.048; H 0.064; H 0.087; H 0.083; H 0.099; H 0.104; H 0.079; H 0.050; H 0.021; H 0.067; H 0.070; H 0.068

=====

A structure of composition C37H58F3MnO21S in a non-equilibrium geometry, computed with ωB97M-V/def2-TZVPD.

Structure (ORCA input):
```
! RIJCOSX wB97M-V def2-TZVPD def2/J DEFGRID3
* xyz 1 6
Mn -2.77289 -1.90503 -0.85517
C 1.45099 -1.13164 0.01555
F 2.61079 -0.59264 -0.31803
F 1.36411 -2.33617 -0.67624
F 1.27422 -1.34630 1.33450
S 0.08161 0.13384 -0.67525
O 0.26951 1.32851 0.16783
O 0.46289 0.27193 -2.08493
O -1.15080 -0.55046 -0.55600
O 4.12545 -4.45508 0.05606
C 3.63218 -5.22651 0.86254
O 4.07344 -6.53039 1.41695
C 5.23939 -7.18463 1.06128
C 6.55480 -6.44575 1.37677
C 2.34177 -4.77647 1.52598
H 5.17980 -7.45231 0.00634
H 5.14536 -8.13002 1.59560
H 6.69553 -5.48011 0.89116
H 7.34182 -7.15026 1.10778
H 6.70759 -6.23385 2.43501
H 1.83873 -5.23953 2.37488
H 1.58261 -5.00946 0.77934
H 2.48749 -3.71310 1.71597
O 0.52592 0.64142 5.92173
C -0.32112 -0.07865 5.35854
O -1.51733 -0.53991 5.86223
C -2.04524 -0.23836 7.11983
C -2.69714 1.10778 7.38703
C -0.20708 -0.48748 3.85272
H -1.32562 -0.47404 7.90385
H -2.79952 -1.01903 7.21841
H -3.61977 1.07097 7.96624
H -2.74207 1.59068 6.41086
H -1.95969 1.68237 7.94748
H 0.77946 -0.87157 3.59326
H -0.46869 0.39082 3.26259
H -1.01203 -1.19206 3.64361
O 5.16250 1.14363 6.16035
C 4.68273 1.07360 5.01999
O 5.36874 1.52488 3.95484
C 4.43386 1.58914 2.78404
C 3.39258 0.54937 3.09876
C 3.23952 0.64623 4.57534
H 4.95425 1.37321 1.85095
H 3.91146 2.54467 2.73750
H 3.52869 -0.51413 2.90238
H 2.51861 0.97508 2.60578
H 2.92100 -0.24942 5.10869
H 2.61821 1.50335 4.83499
O -0.21873 1.28015 -5.37207
C -0.36069 2.37885 -4.87470
O -1.26243 3.21066 -5.44173
C -0.93105 4.58271 -5.06523
C 0.43214 4.54261 -4.21582
C 0.48994 3.06058 -3.84417
H -1.78085 4.96097 -4.49703
H -0.82632 5.16751 -5.97909
H 0.29202 5.13949 -3.31458
H 1.15530 4.95470 -4.91961
H 0.03957 2.84368 -2.87556
H 1.46447 2.59048 -3.97603
O -1.92351 -1.89103 -2.79474
C -1.03829 -2.44609 -3.40409
O -0.86312 -3.77907 -3.31192
C 0.21641 -4.16782 -4.17354
C 0.96103 -2.91029 -4.61032
C -0.07960 -1.78314 -4.39099
H -0.15132 -4.86999 -4.92176
H 0.95899 -4.63910 -3.52967
H 1.17196 -2.70309 -5.65944
H 1.85306 -2.80608 -3.99263
H -0.65439 -1.49961 -5.27265
H 0.38793 -0.85007 -4.07654
O -3.69271 0.13076 -1.78964
C -4.08310 0.42924 -2.91849
O -4.42633 1.64187 -3.19123
C -4.83098 1.74643 -4.57282
C -5.21693 0.30978 -4.99139
C -4.24810 -0.44064 -4.09038
H -3.95990 2.13567 -5.09988
H -5.63560 2.47157 -4.69470
H -5.13018 0.11895 -6.06104
H -6.19770 -0.04204 -4.67134
H -3.37742 -0.78270 -4.64987
H -4.69621 -1.39707 -3.82108
O 6.95060 -1.05347 -2.05249
C 5.95049 -0.37719 -1.85223
O 5.23730 0.03152 -2.90386
C 4.36850 1.00624 -2.53911
C 4.67891 1.29725 -1.10928
C 5.45575 0.13566 -0.56653
H 3.34484 0.68033 -2.72346
H 4.50251 1.98167 -3.00673
H 3.80172 1.43796 -0.47773
H 5.32108 2.17445 -1.03020
H 4.85613 -0.63366 -0.08000
H 6.23408 0.44122 0.13271
O -3.59114 -1.21583 0.94751
C -4.27731 -0.81347 1.93980
O -4.80323 0.36249 1.97471
C -5.55376 0.61845 3.17553
C -4.87703 -0.37577 4.19694
C -4.67321 -1.56663 3.21570
H -6.63059 0.45658 3.12712
H -5.22252 1.60983 3.48461
H -5.48451 -0.62811 5.06607
H -3.88779 -0.03122 4.49827
H -5.52710 -2.21591 3.02224
H -3.88074 -2.22085 3.57916
O -2.40061 6.64112 -2.24040
C -2.80707 5.72338 -1.54069
O -2.07507 4.58563 -1.44118
C -2.68690 3.62006 -0.59386
C -3.68413 4.49905 0.17834
C -4.12888 5.52779 -0.79478
H -2.07444 3.14876 0.17482
H -3.27083 2.92628 -1.19867
H -3.19500 5.13262 0.91824
H -4.43156 3.95763 0.75827
H -4.33419 6.45385 -0.25778
H -4.90030 5.40639 -1.55521
*
```

Computed properties:
energy above the lowest of the compared OMol25 structures with the same formula, charge and spin	4.034	eV
E_LUMO (alpha / beta)	-4.16 / -4.59	eV
frontier orbital gap (alpha / beta)	6.856 / 6.428	eV
<S²>	8.753

Atom charges from the Löwdin analysis, given in e for atoms 1 to 99: Mn 1.217; C -0.544; F 0.132; F 0.074; F 0.105; S 0.522; O -0.303; O -0.302; O -0.380; O 0.095; C -0.390; O -0.061; C -0.271; C -0.059; C -0.002; H 0.118; H 0.121; H 0.072; H 0.075; H 0.074; H 0.081; H 0.081; H 0.070; O 0.078; C -0.411; O -0.054; C -0.261; C -0.054; C 0.031; H 0.128; H 0.115; H 0.082; H 0.075; H 0.079; H 0.063; H 0.091; H 0.066; O 0.078; C -0.432; O 0.032; C -0.095; C -0.207; C -0.097; H 0.102; H 0.134; H 0.122; H 0.110; H 0.122; H 0.122; O 0.086; C -0.482; O 0.001; C -0.102; C -0.093; C -0.079; H 0.102; H 0.119; H 0.106; H 0.113; H 0.117; H 0.125; O -0.005; C -0.400; O 0.057; C -0.126; C -0.107; C -0.049; H 0.136; H 0.128; H 0.127; H 0.124; H 0.133; H 0.098; O 0.038; C -0.477; O 0.081; C -0.087; C -0.106; C -0.097; H 0.130; H 0.135; H 0.129; H 0.121; H 0.133; H 0.130; O 0.110; C -0.472; O 0.072; C -0.210; C -0.175; C -0.091; H 0.118; H 0.131; H 0.106; H 0.130; H 0.120; H 0.134; O -0.037; C -0.383